Entry from the Open Molecules 2025 dataset: a molecular structure, C30H35BrCeN5O at a distorted geometry (ωB97M-V with the def2-TZVPD basis set).

Structure (ORCA input):
```
! RIJCOSX wB97M-V def2-TZVPD def2/J DEFGRID3
* xyz 2 2
Ce -0.82 -1.74 -0.01
C 0.28 -1.98 -3.49
N -1.05 -2.14 -2.86
C -1.77 -3.40 -3.15
C -2.09 -4.20 -1.92
N -1.84 -3.81 -0.67
C -2.26 -4.86 0.14
C -2.17 -5.00 1.52
C -2.64 -6.18 2.06
C -3.19 -7.19 1.26
C -3.27 -7.06 -0.11
C -2.79 -5.88 -0.66
N -2.67 -5.42 -1.96
C 1.36 -1.96 -2.45
N 1.15 -2.31 -1.20
C 2.36 -2.15 -0.54
C 2.68 -2.41 0.80
C 3.98 -2.15 1.18
C 4.92 -1.64 0.27
C 4.62 -1.41 -1.05
C 3.31 -1.69 -1.46
N 2.64 -1.58 -2.66
H 0.31 -1.04 -4.06
H 0.48 -2.79 -4.20
H -1.64 -1.37 -3.18
H -1.18 -4.04 -3.82
H -2.71 -3.18 -3.67
H -1.73 -4.22 2.14
H -2.58 -6.34 3.13
H -3.53 -8.10 1.73
H -3.67 -7.86 -0.72
H -2.98 -5.91 -2.79
H 1.93 -2.80 1.49
H 4.29 -2.34 2.20
H 5.91 -1.43 0.63
H 5.36 -1.04 -1.74
H 3.06 -1.29 -3.53
C -2.85 5.78 0.45
C -1.39 5.57 0.01
C -1.25 5.96 -1.47
C -0.50 6.50 0.83
C -1.02 4.10 0.19
C -1.81 3.11 -0.40
C -1.45 1.81 -0.18
Br -2.53 0.31 -0.97
C -0.37 1.34 0.58
O -0.16 0.04 0.69
C 0.42 2.35 1.17
C 0.06 3.68 0.95
C 1.61 2.07 2.08
C 1.27 2.58 3.49
C 1.96 0.58 2.20
C 2.85 2.79 1.54
H -3.10 6.83 0.41
H -2.99 5.44 1.47
H -3.55 5.24 -0.19
H -1.52 7.01 -1.60
H -1.90 5.37 -2.11
H -0.23 5.83 -1.81
H -0.83 7.52 0.70
H 0.54 6.44 0.51
H -0.56 6.26 1.89
H -2.67 3.35 -1.00
H 0.67 4.44 1.41
H 0.37 2.09 3.87
H 1.10 3.65 3.50
H 2.09 2.36 4.17
H 1.16 0.00 2.66
H 2.84 0.48 2.84
H 2.20 0.16 1.22
H 2.73 3.87 1.54
H 3.07 2.47 0.53
H 3.71 2.55 2.17
*
```

The value obtained for the LUMO energy (alpha / beta) is -0.20227 / -0.20111 Ha. For the energy, the calculation gives -4561.98136 Ha. The expectation value of S² is 0.75. Its energy relative to the best compared isomer or geometry (same formula, charge and spin) is 11.63 kcal/mol. The HOMO energy (alpha / beta) comes out at -13.2399 / -13.2402 eV. The value obtained for the orbital gap (alpha / beta) is 7.736 / 7.768 eV. The value obtained for the strongest force on any atom is 0.046 Eh/bohr.

The molecule's Mulliken atomic charges, reported in e, are given here: 0.988, -0.968, -0.099, -1.006, 0.357, -0.087, 1.029, -0.742, -0.881, -0.516, -1.009, 0.582, -0.051, 0.314, -0.346, 0.477, -0.398, -0.752, -0.561, -1.043, 0.796, -0.096, 0.501, 0.384, 0.298, 0.403, 0.425, 0.230, 0.433, 0.420, 0.427, 0.241, 0.420, 0.466, 0.448, 0.470, 0.255, -1.646, 1.880, -1.627, -2.059, -0.248, -0.327, -0.120, -0.228, 0.926, -0.212, -0.471, -0.531, 2.285, -1.701, -2.030, -1.848, 0.457, 0.378, 0.357, 0.452, 0.345, 0.382, 0.451, 0.399, 0.430, 0.483, 0.413, 0.394, 0.373, 0.434, 0.257, 0.669, 0.246, 0.380, 0.377, 0.474


Entry from the Open Molecules 2025 dataset: a molecular structure, C30H35ClFN2O2ScSi2 at a distorted geometry (ωB97M-V with the def2-TZVPD basis set).

Structure (ORCA input):
```
! RIJCOSX wB97M-V def2-TZVPD def2/J DEFGRID3
* xyz -2 1
Sc 0.68 -1.09 -0.19
Cl 4.41 -0.35 6.18
C 3.25 -0.51 4.98
C 2.02 0.15 5.04
C 1.15 0.15 3.94
C 1.40 -0.68 2.81
O 0.63 -0.59 1.77
C 2.58 -1.53 2.84
C 2.76 -2.59 1.92
N 1.96 -2.78 0.86
C 2.05 -3.91 0.08
C 3.12 -4.81 0.11
C 3.16 -5.83 -0.86
C 2.08 -6.06 -1.70
C 0.95 -5.22 -1.70
C -0.31 -5.49 -2.33
C -1.38 -4.56 -2.24
C -1.12 -3.32 -1.66
N -0.04 -3.11 -0.89
C 0.94 -4.11 -0.82
C 3.54 -1.35 3.88
H 1.77 0.69 5.95
H 0.24 0.70 3.93
H 3.63 -3.23 2.11
H 3.93 -4.66 0.87
H 3.96 -6.60 -0.94
H 2.06 -6.97 -2.29
H -0.42 -6.47 -2.90
H -2.38 -4.81 -2.64
H -1.85 -2.50 -1.74
H 4.52 -1.79 3.75
C -2.96 1.24 2.21
Si -2.23 2.76 1.41
C -0.31 2.96 1.54
C -3.40 4.25 1.55
C -3.87 5.19 2.48
C -4.64 6.26 2.03
C -4.92 6.45 0.66
C -4.52 5.47 -0.25
C -3.79 4.36 0.17
Si -2.94 2.94 -0.72
C -1.57 3.43 -1.94
C -4.11 1.65 -1.34
H -3.50 1.46 3.15
H -2.20 0.48 2.40
H -3.65 0.69 1.51
H 0.01 2.69 2.55
H -0.04 4.02 1.32
H 0.22 2.32 0.78
H -3.73 5.07 3.59
H -5.04 6.95 2.77
H -5.35 7.39 0.34
H -4.80 5.55 -1.27
H -1.82 2.96 -2.94
H -0.64 2.88 -1.63
H -1.36 4.47 -2.09
H -4.01 1.45 -2.41
H -5.17 1.88 -1.08
H -3.81 0.67 -0.87
F -1.05 -0.18 -0.58
C 2.99 1.08 -2.77
C 2.48 -0.35 -2.65
C 3.57 -1.31 -2.90
C 1.23 -0.64 -3.48
O 2.09 -0.51 -1.25
H 3.47 1.19 -3.73
H 3.71 1.32 -1.98
H 2.16 1.81 -2.72
H 3.74 -1.53 -4.00
H 3.29 -2.30 -2.46
H 4.53 -1.01 -2.48
H 1.45 -0.81 -4.56
H 0.49 0.18 -3.38
H 0.75 -1.60 -3.10
*
```

The value obtained for the LUMO energy (alpha / beta) is 0.14496 / 0.14496 Ha. For the energy, the calculation gives -3324.13841 Ha. Its energy relative to the best compared isomer or geometry (same formula, charge and spin) is 14.14 kcal/mol. The HOMO energy (alpha / beta) comes out at 0.8525 / 0.8243 eV. The value obtained for the orbital gap (alpha / beta) is 3.092 / 3.120 eV. The value obtained for the strongest force on any atom is 0.062 Eh/bohr.

The molecule's Mulliken atomic charges, reported in e, are given here: 0.797, -0.308, 0.509, -0.810, -0.398, 0.222, -0.571, 0.389, -0.315, 0.303, 0.452, -0.799, -0.493, -0.984, 0.815, -0.758, -0.615, -0.346, 0.303, 0.384, -1.091, 0.331, 0.462, -0.035, 0.056, 0.228, 0.276, 0.193, 0.276, 0.368, 0.297, -0.893, 0.582, -0.805, 0.211, -0.732, -0.275, -0.512, -0.730, 0.148, 0.203, -0.826, -1.055, 0.372, 0.132, 0.290, 0.299, 0.347, 0.043, 0.301, 0.346, 0.355, 0.468, 0.269, 0.041, 0.390, 0.387, 0.289, 0.258, -0.566, -1.758, 1.979, -1.507, -1.201, -0.608, 0.433, 0.366, 0.191, 0.341, 0.165, 0.381, 0.383, 0.194, 0.168


Entry from the Open Molecules 2025 dataset: a molecular structure, C30H35F3N3O3PRe (ωB97M-V with the def2-TZVPD basis set).

Structure (ORCA input):
```
! RIJCOSX wB97M-V def2-TZVPD def2/J DEFGRID3
* xyz 2 2
Re -0.35 0.87 0.99
C 1.57 -1.52 4.12
C 1.25 -0.61 3.00
N 0.14 -0.64 2.31
N -0.84 -1.54 2.63
C -1.84 -1.36 1.85
O -1.71 -0.38 0.88
C -3.08 -2.10 1.87
C -4.11 -1.75 0.99
C -5.30 -2.46 1.03
C -5.45 -3.51 1.93
C -4.42 -3.85 2.81
C -3.23 -3.15 2.78
C 2.15 0.43 2.53
C 3.42 0.63 3.03
C 4.22 1.63 2.49
C 3.72 2.40 1.45
C 2.44 2.16 0.98
N 1.66 1.19 1.50
H 0.75 -2.21 4.30
H 1.76 -0.94 5.03
H 2.48 -2.08 3.89
H -4.00 -0.93 0.29
H -6.11 -2.20 0.36
H -6.38 -4.06 1.96
H -4.55 -4.66 3.51
H -2.43 -3.39 3.45
H 3.78 0.01 3.84
H 5.21 1.81 2.87
H 4.30 3.20 1.00
H 2.01 2.74 0.18
C -2.04 1.23 -2.19
C -1.12 0.02 -2.45
C -0.62 0.11 -3.90
C -1.98 -1.24 -2.28
P 0.35 0.07 -1.26
C 1.48 1.32 -1.97
C 1.09 2.66 -1.97
C 1.89 3.64 -2.55
C 3.10 3.30 -3.13
C 3.50 1.97 -3.13
C 2.70 0.99 -2.56
C 1.20 -1.60 -1.22
C 1.45 -2.19 -2.62
C 0.33 -2.60 -0.43
C 2.53 -1.49 -0.45
H -2.85 1.19 -2.92
H -1.54 2.19 -2.33
H -2.49 1.21 -1.20
H -1.49 0.04 -4.56
H 0.06 -0.70 -4.16
H -0.12 1.05 -4.10
H -2.86 -1.13 -2.92
H -2.34 -1.37 -1.26
H -1.48 -2.15 -2.59
H 0.17 2.98 -1.52
H 1.56 4.67 -2.54
H 3.73 4.06 -3.58
H 4.44 1.69 -3.59
H 3.04 -0.03 -2.60
H 0.52 -2.46 -3.11
H 2.02 -3.11 -2.50
H 2.01 -1.54 -3.29
H -0.66 -2.74 -0.85
H 0.23 -2.32 0.62
H 0.83 -3.57 -0.45
H 3.27 -0.85 -0.91
H 2.96 -2.50 -0.38
H 2.37 -1.15 0.57
F -3.38 4.09 1.59
C -2.11 4.35 1.92
F -1.65 5.37 1.20
F -2.03 4.63 3.21
C -1.28 3.09 1.60
O -0.82 2.34 2.50
O -1.07 2.77 0.38
*
```

The value obtained for the LUMO energy (alpha / beta) is -0.28433 / -0.28587 Ha. For the energy, the calculation gives -2272.92668 Ha. The expectation value of S² is 0.76. Its energy relative to the best compared isomer or geometry (same formula, charge and spin) is 1.35 kcal/mol. The HOMO energy (alpha / beta) comes out at -14.3926 / -14.3620 eV. The value obtained for the orbital gap (alpha / beta) is 6.656 / 6.583 eV. The value obtained for the strongest force on any atom is 0.013 Eh/bohr.

The molecule's Mulliken atomic charges, reported in e, are given here: 3.182, -1.868, 1.340, 1.387, -1.499, 0.335, -0.465, 0.591, -0.104, -0.992, -0.423, -0.758, -0.518, 0.438, -1.149, -0.667, -1.009, 0.144, -0.233, 0.395, 0.399, 0.393, 0.462, 0.446, 0.425, 0.435, 0.491, 0.603, 0.476, 0.530, 0.539, -1.667, 2.305, -1.578, -2.397, 0.180, 2.517, -0.950, -0.584, -0.879, -0.932, -1.333, 1.629, -1.829, -1.648, -1.654, 0.698, 0.170, 0.198, 0.537, 0.309, 0.304, 0.636, 0.414, 0.327, 0.086, 0.486, 0.442, 0.487, 0.182, 0.389, 0.578, 0.260, 0.322, 0.094, 0.679, 0.321, 0.578, 0.300, -0.217, 0.673, -0.213, -0.205, 0.030, -0.671, -0.701